No. 1
This record from OMol25 describes a molecular structure, C39H48AsBN10O2Ru. The level of theory is the ωB97M-V functional and the def2-TZVPD basis.

Geometry as ORCA input:
```
! wB97M-V def2-TZVPD RIJCOSX def2/J DEFGRID3
* xyz 2 5
Ru -0.125 -0.237 0.715
As -2.746 -1.609 0.005
O -0.261 -1.121 -1.685
O -1.725 -0.077 2.620
N 2.666 0.635 -0.193
N 4.675 -0.415 0.915
N 1.144 -1.829 1.027
N 1.350 0.610 -0.373
N 2.485 -1.625 0.905
N -1.263 0.978 -0.572
N 2.703 0.464 2.255
N 1.382 0.582 2.540
N -1.007 1.504 0.591
N 5.236 -0.513 -0.321
C -4.123 -0.181 0.148
C 0.452 2.095 -4.623
C -1.974 1.958 1.481
C -5.456 -0.435 -0.556
C -3.873 2.837 3.281
C 6.693 -1.250 1.225
C 2.585 1.673 4.087
C -3.408 -4.426 1.072
C -0.415 2.948 -3.742
C 0.043 1.708 4.353
C 7.366 -1.223 -1.305
C 0.342 0.698 -4.745
C -3.534 3.638 2.193
C 1.712 4.082 -5.234
C -0.409 1.251 -1.757
C 0.199 4.265 -3.375
C -3.045 -2.141 -1.869
C -0.044 -0.265 -3.839
C 2.171 -3.808 1.050
C -2.322 1.149 2.578
C 3.193 1.532 -1.034
C -2.587 3.199 1.295
C -2.180 -0.990 3.627
C 6.452 -0.996 -0.152
C -0.397 -3.788 1.203
C 0.944 -3.154 1.112
C 1.365 2.772 -5.452
C -0.277 -0.143 -2.444
C -1.178 2.254 -2.611
C 5.543 -0.883 1.859
C 1.012 1.469 -1.341
C 3.110 -2.808 0.920
C -2.287 -3.369 -2.367
C 3.440 1.123 3.166
C 1.301 1.319 3.654
C -3.279 1.595 3.469
C 2.172 2.087 -1.798
C -3.892 -2.993 0.886
C 1.168 4.811 -4.130
B 3.188 -0.233 0.986
H -1.060 -3.212 1.844
H 2.337 -4.870 1.099
H -0.244 4.809 -2.548
H -0.579 2.349 3.730
H -2.945 -4.826 0.171
H -2.810 -1.269 -2.483
H -4.268 -5.056 1.300
H -3.587 0.986 4.308
H 0.725 0.300 -5.680
H 5.275 -0.922 2.904
H 2.273 2.838 -2.561
H -2.460 -3.489 -3.437
H -3.686 0.736 -0.241
H 4.254 1.702 -1.075
H -5.335 -0.524 -1.634
H -4.760 -2.997 0.226
H -2.636 -4.278 -1.878
H 0.298 2.262 5.253
H -1.589 3.026 -1.957
H -4.011 4.597 2.046
H 6.956 -0.769 -2.205
H 0.015 -1.297 -4.164
H -2.707 -4.526 1.899
H -4.614 3.181 3.989
H -0.847 -3.849 0.211
H 7.494 -2.292 -1.484
H -2.049 -0.572 4.624
H -4.117 -2.323 -1.943
H 4.514 1.155 3.095
H -0.297 -4.794 1.603
H -1.215 -3.277 -2.205
H -4.305 -0.030 1.213
H -4.216 -2.578 1.842
H -6.122 0.409 -0.369
H 1.551 5.798 -3.907
H 2.830 2.259 4.956
H -2.291 3.810 0.451
H -0.530 0.831 4.652
H -1.217 3.259 -4.444
H -1.567 -1.880 3.536
H -2.025 1.710 -3.029
H -3.230 -1.240 3.468
H 8.351 -0.803 -1.107
H 2.454 4.557 -5.861
H 7.601 -1.627 1.667
H 1.879 2.215 -6.228
H 4.182 -2.880 0.838
H -5.954 -1.329 -0.185
*
```

Kohn-Sham gap (spin up / spin down): 6.2 / 4.9 eV
Relative energy (zero: lowest compared OMol25 entry of this formula, charge and spin): 89.2 kcal per mole
E_tot: -4567.901431 Eh



No. 2
This record from OMol25 describes a molecular structure, C6H3O3S. The level of theory is the ωB97M-V functional and the def2-TZVPD basis.

Geometry as ORCA input:
```
! wB97M-V def2-TZVPD RIJCOSX def2/J DEFGRID3
* xyz -1 1
S -2.319 0.032 -0.023
O -3.198 -0.947 -0.678
O -2.380 -0.232 1.446
O -2.366 1.406 -0.472
C 2.205 0.258 0.542
C 1.627 1.307 -0.249
C 0.436 0.622 -0.371
C -0.572 -0.334 -0.437
C 1.308 -0.724 0.242
C 0.248 -1.463 -0.186
H 0.055 -2.534 -0.439
H 1.999 2.290 -0.639
H 2.956 0.319 1.263
*
```

Kohn-Sham gap: 8.6 eV
Relative energy (zero: lowest compared OMol25 entry of this formula, charge and spin): 14.3 kcal per mole
E_tot: -854.186410 Eh



No. 3
This record from OMol25 describes a gas-phase ion, C4H10BrN2 (charge +1). The level of theory is the ωB97M-V functional and the def2-TZVPD basis.

Geometry as ORCA input:
```
! wB97M-V def2-TZVPD RIJCOSX def2/J DEFGRID3
* xyz 1 1
Br -0.031 2.890 0.210
N -0.920 1.406 2.405
N -0.243 -0.050 0.605
C 0.103 -0.104 -0.808
C 1.625 -0.276 -0.927
C -0.437 -1.488 -1.165
C -0.355 1.397 1.192
H -1.305 2.227 2.861
H -0.898 -0.760 0.867
H 2.095 -0.847 -0.074
H -0.194 0.674 -1.468
H -1.514 -1.712 -1.047
H -1.318 0.665 2.943
H 2.062 0.728 -0.981
H -0.458 -1.581 -2.164
H 0.058 -2.343 -0.658
H 1.731 -0.827 -1.790
*
```

Kohn-Sham gap: 9.5 eV
Relative energy (zero: lowest compared OMol25 entry of this formula, charge and spin): 48.9 kcal per mole
E_tot: -2841.616770 Eh
SMILES string: CC(C)/[NH+]=C(/N)Br